# 1
DFT (ωB97M-V/def2-TZVPD) results for C25H33FeN2O2S5 as an isolated structure.

XYZ file:
```
68
Properties=species:S:1:pos:R:3
Fe 0.93210 0.62550 -0.31806
C 4.78039 -1.67488 0.25443
C 4.26948 -0.65505 1.26233
S 2.45888 -0.66136 1.30198
C 2.19452 0.39976 2.73731
C 2.46828 1.87894 2.49963
S 1.68008 2.50046 0.98237
C 3.15590 2.98256 0.03299
C 2.81647 3.09335 -1.44574
S 2.22626 1.53332 -2.15336
C 3.74062 0.80140 -2.82924
C 4.70118 0.09593 -1.88371
S 4.03851 -1.51564 -1.38178
H 4.52638 -2.68312 0.58285
H 5.86774 -1.61499 0.18915
H 4.64033 0.34393 1.03350
H 4.61509 -0.91632 2.26412
H 2.80217 0.03686 3.56792
H 1.15236 0.25095 3.00667
H 3.53506 2.08725 2.41810
H 2.08227 2.46156 3.33475
H 3.91300 2.21700 0.19163
H 3.52193 3.93298 0.42256
H 3.68189 3.43433 -2.01412
H 2.01429 3.81504 -1.60836
H 4.24501 1.61679 -3.34956
H 3.38680 0.10935 -3.59486
H 4.90663 0.70985 -1.00761
H 5.64776 -0.05547 -2.40545
O 0.63202 -0.90929 -1.40843
C -0.40520 -1.20768 -2.14073
C -0.49076 -2.51065 -2.68133
C -1.57728 -2.92665 -3.41307
C -2.64949 -2.06062 -3.64977
C -2.57118 -0.77649 -3.16532
C -1.46048 -0.32219 -2.43438
C -1.40085 1.06503 -2.01530
N -0.58266 1.61852 -1.12928
C -0.90849 2.95892 -1.05375
C -1.93334 3.22154 -1.89679
N -2.23105 2.02203 -2.49671
H 0.34017 -3.17814 -2.48682
H -1.60457 -3.93740 -3.80066
H -3.51699 -2.38816 -4.20460
H -3.40737 -0.10932 -3.34326
H -0.41089 3.63214 -0.37831
H -2.46465 4.12937 -2.11680
H -2.91457 1.87816 -3.21819
C -6.59977 -0.81482 3.34361
C -5.14690 -0.90076 2.96564
C -4.69573 -0.42795 1.73414
C -3.35971 -0.50979 1.37975
C -2.46634 -1.07191 2.27735
C -2.87995 -1.53625 3.51660
C -4.22255 -1.45371 3.85005
S -0.75800 -1.22958 1.83909
C -0.92710 -2.59007 0.69375
O -0.45009 0.03687 1.05201
H -7.19214 -0.37362 2.54415
H -6.73109 -0.20707 4.23991
H -7.00278 -1.80499 3.55964
H -5.40490 0.00635 1.04010
H -3.00819 -0.14111 0.42291
H -2.16497 -1.95769 4.21314
H -4.55714 -1.81759 4.81380
H -1.71177 -2.36181 -0.02330
H -1.19062 -3.46424 1.29058
H 0.02599 -2.72967 0.19016
```

Values from the calculation:
HOMO energy (spin up / spin down) = -9.637 / -9.639 eV
Kohn-Sham gap (spin up / spin down) = 7.805 / 7.808 eV
total charge = +1
energy = -122095.714 eV
LUMO energy (spin up / spin down) = -1.83 / -1.83 eV

=====

# 2
DFT (ωB97M-V/def2-TZVPD) results for a 2-piece molecular cluster, C4H12NO3 overall at a distorted geometry.

XYZ file:
```
20
Properties=species:S:1:pos:R:3
C -0.78539 1.55264 -0.34177
N 0.37664 0.69055 -0.57877
C 0.20907 -0.69476 -0.03295
C 0.07313 -0.71977 1.51499
O -0.12659 -2.01710 2.03009
C -0.97515 -1.48525 -0.69515
O -0.80179 -2.78257 -0.30684
H -1.55172 1.13875 0.30014
H -0.36378 2.50199 0.02552
H -1.39463 1.80878 -1.22166
H 0.47214 0.45943 -1.56592
H 1.07324 -1.37932 -0.13967
H 0.93780 -0.36096 2.09671
H -0.83404 -0.15555 1.82869
H -0.59615 -2.67931 0.80451
H -1.94200 -1.02111 -0.35013
H -0.93198 -1.47587 -1.80558
H 2.18117 2.00603 0.21320
H 2.35742 2.10662 -1.29938
O 2.62262 2.50678 -0.47601
```

Values from the calculation:
HOMO energy = -3.405 eV
Kohn-Sham gap = 7.034 eV
total charge = -1
relative energy (zero: lowest compared OMol25 entry of this formula, charge and spin) = 155.32 kJ/mol
energy = -11974.343 eV
LUMO energy = 3.63 eV